# 1
Computed, not measured: C4H10O2 as an isolated structure, with the ωB97M-V functional and the def2-TZVPD basis.

For the energy above the lowest of the compared OMol25 structures with the same formula, charge and spin, the calculation gives 4.616 eV. The calculation puts the total energy at -8400.931 eV. The HOMO-LUMO gap comes out at 9.650 eV. Its charge is 0. The max |F| comes out at 0.61 eV/A.

Geometry as XYZ:
```
16
Properties=species:S:1:pos:R:3:lowdin_charge:R:1
H 0.1753 2.8711 -0.5146 0.09
C 1.0442 -0.6783 -0.3994 0.05
H 2.0845 -0.4172 -0.2488 0.10
O 0.4897 -0.2537 1.8972 0.01
H 0.8085 -1.1807 -1.3301 0.10
C 0.0876 1.9847 -1.1777 -0.30
H -0.5824 0.4922 0.0970 0.12
H -0.7010 2.0828 -1.9451 0.09
H -1.4440 -1.7892 -0.3263 0.09
C 0.1379 -0.6715 0.6263 -0.54
H 1.3235 0.2330 1.8436 0.11
C -1.0711 -1.5766 0.6793 -0.04
H -0.7949 -2.5217 1.1612 0.09
O 1.0869 1.2555 -1.3804 -0.16
H -0.7724 1.2913 -0.2498 0.10
H -1.8724 -1.1217 1.2676 0.08
```



# 2
Computed, not measured: a 2-piece molecular cluster, C4H10O2 overall in a non-equilibrium geometry, with the ωB97M-V functional and the def2-TZVPD basis.

For the energy above the lowest of the compared OMol25 structures with the same formula, charge and spin, the calculation gives 2.410 eV. The calculation puts the total energy at -8403.137 eV. Its SMILES is C/C=C/CO.O. The HOMO-LUMO gap comes out at 9.422 eV. Its charge is 0. The max |F| comes out at 2.18 eV/A.

Geometry as XYZ:
```
16
Properties=species:S:1:pos:R:3:lowdin_charge:R:1
H 1.2849 -0.1299 1.4811 0.04
H -0.4545 -1.3959 2.3107 0.02
O -1.2221 1.3934 -1.1187 -0.08
H -0.7276 -0.0444 2.8408 0.03
H -1.3822 1.3374 -0.1715 0.08
H 2.4978 -1.0828 0.7916 0.08
H -1.0498 0.1672 -2.6662 0.12
H -1.8295 -0.5760 -1.2488 0.12
H 1.2128 1.2431 -0.9469 0.10
C 0.3209 -0.5187 -1.1407 -0.11
H 2.7047 0.6784 0.9390 0.07
O -1.1174 -0.9304 2.8377 -0.06
C 1.3293 0.2085 -0.6247 -0.15
C 2.0080 -0.1141 0.6719 -0.10
H 0.3542 -1.6006 -1.2862 0.10
C -1.0025 0.0583 -1.5798 -0.26
```



# 3
Computed, not measured: a single C4H10O2 molecule, with the ωB97M-V functional and the def2-TZVPD basis.

For the energy above the lowest of the compared OMol25 structures with the same formula, charge and spin, the calculation gives 1.235 eV. The calculation puts the total energy at -8404.312 eV. Its SMILES is COC[C@@H](C)O. The HOMO-LUMO gap comes out at 10.941 eV. Its charge is 0. The max |F| comes out at 0.33 eV/A.

Geometry as XYZ:
```
16
Properties=species:S:1:pos:R:3:lowdin_charge:R:1
H -2.2125 -0.2619 -0.8472 0.08
H -2.6782 1.4136 -0.4405 0.08
H 2.9905 -1.3565 0.2881 0.09
H -0.7182 1.5194 1.1549 0.14
O -0.8791 -0.5135 1.5140 -0.04
C -2.2502 0.4869 -0.0489 -0.05
H 0.0380 -0.2363 -1.2196 0.12
H 0.6728 1.3651 -0.7762 0.13
C 2.3376 -0.8122 -0.3979 -0.10
H 0.0116 -0.8899 1.4921 0.08
H 1.8967 -1.5189 -1.1172 0.09
C -0.8731 0.5727 0.6079 -0.41
O 1.3445 -0.2047 0.3825 -0.22
H -2.9183 0.0930 0.7222 0.08
C 0.3135 0.4066 -0.3673 -0.17
H 2.9243 -0.0634 -0.9470 0.09
```